Record 1
Here is C49H34BiN10Si as an isolated structure from the Open Molecules 2025 dataset. Energies are from the ωB97M-V functional and the def2-TZVPD basis.

* highest occupied orbital energy (alpha / beta): -3.5 / -3.6 eV
* LUMO (alpha / beta): 1.30 / 1.35 eV
* charge: -1
* electronic energy: -79982.50876 eV
* energy above the lowest of the compared OMol25 structures with the same formula, charge and spin: 0.134 eV

Each line ends with the Mulliken charge.
CARTESIAN COORDINATES (ANGSTROEM)
Bi (-0.092974, -0.025679, 0.322954)  2.01
C (-2.394588, 5.271311, -3.438395)  -0.67
C (-3.672428, 4.702609, -3.232419)  -0.57
C (-3.823221, 3.485044, -2.607447)  -0.48
C (-2.669352, 2.821020, -2.169677)  0.60
C (-2.449027, 1.564294, -1.524083)  -0.85
N (-1.092520, 1.380923, -1.355561)  -0.09
C (-0.446410, 2.458863, -1.842115)  -0.26
N (0.889274, 2.736175, -1.760910)  -0.39
C (1.765381, 1.861030, -1.419237)  0.09
C (3.209669, 2.166594, -1.388846)  0.11
C (3.888991, 3.367039, -1.488826)  -0.20
C (5.272310, 3.333306, -1.362873)  -0.62
C (5.945073, 2.130749, -1.138965)  -0.59
C (5.250947, 0.931771, -1.033870)  -0.35
C (3.876809, 0.975281, -1.171921)  0.04
C (2.851088, -0.076246, -0.971767)  -0.13
N (3.168209, -1.274539, -0.689604)  -0.44
C (2.235801, -2.222050, -0.176249)  1.58
N (0.774964, -1.956624, -0.312700)  0.10
C (0.128992, -3.082461, -0.634988)  -0.23
N (-1.148627, -3.382078, -0.580268)  -0.55
C (-2.074395, -2.424127, -0.488245)  -0.25
N (-1.887714, -1.111449, -0.708948)  -0.36
C (-3.150177, -0.486461, -0.735893)  -0.28
N (-3.411837, 0.723481, -1.137642)  -0.51
C (-4.150327, -1.478520, -0.410693)  0.38
C (-5.532255, -1.403127, -0.248503)  -0.39
C (-6.208045, -2.561566, 0.086866)  -0.61
C (-5.531144, -3.784351, 0.244193)  -0.64
C (-4.163385, -3.863238, 0.061953)  -0.23
C (-3.480764, -2.694902, -0.261465)  0.38
C (1.121620, -4.095327, -1.038243)  -0.27
C (0.937421, -5.348021, -1.597417)  -0.05
C (2.069493, -6.059382, -1.967090)  -0.71
C (3.342911, -5.516101, -1.782006)  -0.81
C (3.512530, -4.260309, -1.212240)  0.08
C (2.377763, -3.564808, -0.836347)  -0.73
N (1.583967, 0.508654, -1.139462)  -0.10
C (-1.397996, 3.383057, -2.383579)  0.46
C (-1.254848, 4.621292, -3.021051)  -0.29
H (-2.317032, 6.232330, -3.932743)  0.39
H (-4.549249, 5.239201, -3.576319)  0.38
H (-4.800940, 3.046793, -2.449979)  0.53
H (3.346678, 4.291193, -1.641813)  0.55
H (5.838567, 4.254585, -1.421962)  0.38
H (7.022512, 2.136549, -1.028948)  0.39
H (5.755286, -0.005429, -0.833517)  0.51
H (-6.047528, -0.459145, -0.371952)  0.55
H (-7.280803, -2.530971, 0.235149)  0.40
H (-6.091031, -4.672037, 0.512069)  0.41
H (-3.629581, -4.798784, 0.176503)  0.56
H (-0.060590, -5.739175, -1.748289)  0.57
H (1.967668, -7.038615, -2.418025)  0.39
H (4.211514, -6.085681, -2.089509)  0.42
H (4.494838, -3.829667, -1.067114)  0.52
H (-0.269979, 5.045259, -3.174139)  0.53
C (4.701042, -3.010010, 2.355451)  -0.59
C (4.969250, -1.637765, 2.772816)  -0.86
C (4.033281, -0.691273, 2.620486)  -0.68
C (2.760724, -0.976990, 1.989917)  -0.42
C (2.490774, -2.341864, 1.408069)  0.86
C (3.561843, -3.337705, 1.748836)  -0.89
N (1.861513, -0.038820, 1.828949)  1.09
N (2.091876, 1.148187, 2.376614)  -1.38
C (1.103763, 2.074544, 2.157866)  -0.49
C (1.221301, 3.318568, 2.815548)  -0.47
C (0.257264, 4.294096, 2.676034)  -0.71
C (-0.868511, 4.095661, 1.873883)  -0.93
C (-0.997865, 2.897169, 1.190276)  -0.88
C (-0.018269, 1.933199, 1.338729)  1.19
H (5.437289, -3.777319, 2.568619)  0.42
H (5.925290, -1.396199, 3.220574)  0.41
H (4.198289, 0.327266, 2.937495)  0.47
H (1.534492, -2.723094, 1.781783)  0.14
H (3.365511, -4.368774, 1.481979)  0.54
H (2.094868, 3.469466, 3.438728)  0.47
H (0.378687, 5.234372, 3.201976)  0.36
H (-1.621771, 4.865119, 1.766479)  0.46
H (-1.848053, 2.738488, 0.537659)  0.50
C (-1.363631, -2.384862, 5.834044)  -0.99
Si (-2.533474, -2.346532, 4.380907)  -0.33
C (-3.043909, -4.078629, 3.916117)  -0.78
C (-4.033647, -1.313103, 4.778082)  -1.00
C (-1.679128, -1.573986, 2.962730)  -0.38
C (-1.114445, -1.046522, 2.023116)  0.54
H (-1.829252, -2.850996, 6.707174)  0.31
H (-1.059056, -1.371078, 6.104159)  0.31
H (-0.461195, -2.947794, 5.583565)  0.30
H (-3.562132, -4.571965, 4.743372)  0.36
H (-2.167905, -4.676935, 3.652741)  0.29
H (-3.710432, -4.060084, 3.049567)  0.13
H (-4.592711, -1.726677, 5.622323)  0.33
H (-4.699641, -1.264005, 3.912945)  0.29
H (-3.733655, -0.292889, 5.028349)  0.31

Atoms 1-3, force components in eV/Å:
-0.1 0.2 -0.2
0.1 0.0 0.0
0.0 -0.1 0.1



Record 2
Here is C17H27BeN3S2 as an isolated structure in a non-equilibrium geometry from the Open Molecules 2025 dataset. Energies are from the ωB97M-V functional and the def2-TZVPD basis.

* highest occupied orbital energy: -15.0 eV
* LUMO: -6.75 eV
* charge: +2
* electronic energy: -44597.15777 eV
* energy above the lowest of the compared OMol25 structures with the same formula, charge and spin: 0.980 eV

Each line ends with the natural charge from an NBO analysis.
CARTESIAN COORDINATES (ANGSTROEM)
Be (0.000000, 0.000000, 0.000000)  1.52
S (-0.398061, -0.426802, 2.410877)  0.19
S (0.943815, 1.803286, -1.365527)  0.18
C (0.048865, 0.954255, 3.520086)  -0.73
C (1.113177, -1.469458, 2.510310)  -0.53
C (2.317756, -0.863577, 1.825262)  -0.24
N (2.083236, -0.623211, 0.384155)  -0.71
C (3.043247, 0.337496, -0.202530)  -0.24
C (2.550713, 0.917953, -1.509335)  -0.52
H (0.829836, -2.418240, 2.058295)  0.24
H (1.331899, -1.664590, 3.558192)  0.26
H (3.187081, -1.507333, 1.983080)  0.23
H (2.553078, 0.094846, 2.281314)  0.21
H (4.022198, -0.123924, -0.356975)  0.23
H (3.186779, 1.136953, 0.519810)  0.21
H (2.377507, 0.143192, -2.253943)  0.24
H (3.288339, 1.603587, -1.921656)  0.26
C (1.437175, 3.284042, -0.412717)  -0.73
H (2.188929, -1.508628, -0.101824)  0.39
H (1.841720, 3.023428, 0.559297)  0.22
H (0.536353, 3.872975, -0.275648)  0.25
H (2.157340, 3.862922, -0.982844)  0.26
H (-0.801010, 1.628735, 3.526010)  0.25
H (0.923396, 1.490543, 3.167886)  0.22
H (0.211745, 0.579694, 4.526117)  0.26
C (0.584774, -5.016594, -2.604823)  -0.37
C (-0.671594, -4.661330, -2.822532)  -0.42
H (0.869173, -5.615112, -1.748717)  0.20
H (1.385013, -4.724906, -3.273060)  0.20
H (-1.471814, -4.952939, -2.154238)  0.20
H (-0.955993, -4.062813, -3.678638)  0.19
N (-0.926607, -1.015615, -1.046243)  -1.02
C (-2.079739, -0.229215, -1.267692)  0.05
C (-3.077126, -0.596826, -2.176125)  -0.15
C (-4.187712, 0.237522, -2.355596)  -0.18
C (-4.306653, 1.431108, -1.623689)  -0.12
C (-3.302266, 1.802501, -0.712209)  -0.12
C (-3.357561, 2.989178, 0.026381)  -0.05
C (-2.303944, 3.318804, 0.889552)  -0.26
C (-1.195308, 2.464984, 0.999736)  0.07
N (-1.158409, 1.306318, 0.282273)  -0.72
C (-2.186151, 0.969124, -0.545575)  0.22
H (-1.136987, -1.937189, -0.635208)  0.44
H (-0.458749, -1.319131, -1.912830)  0.44
H (-2.988281, -1.515391, -2.743873)  0.24
H (-4.955890, -0.040925, -3.066028)  0.26
H (-5.171066, 2.063802, -1.781531)  0.25
H (-4.200969, 3.661215, -0.075140)  0.25
H (-2.335343, 4.242998, 1.450476)  0.26
H (-0.370315, 2.751438, 1.628476)  0.23

Atoms 1-3, force components in eV/Å:
1.1 1.5 1.3
1.0 -0.8 0.1
1.4 -0.6 -0.3



Record 3
Here is one molecule with the formula CHN3O4S2 in a non-equilibrium geometry from the Open Molecules 2025 dataset. Energies are from the ωB97M-V functional and the def2-TZVPD basis.

* multiplicity: 3
* highest occupied orbital energy (alpha / beta): -7.2 / -10.4 eV
* LUMO (alpha / beta): -1.00 / -3.66 eV
* charge: 0
* electronic energy: -35370.82673 eV

Each line ends with the natural charge from an NBO analysis.
CARTESIAN COORDINATES (ANGSTROEM)
C (-0.916236, -0.278782, 1.536692)  -0.50
N (0.496134, -0.263824, -0.468151)  -0.25
N (0.264173, -0.086325, -1.771711)  0.61
N (1.406068, 0.419275, 0.087072)  0.59
O (1.249421, -0.041616, -2.478178)  -0.35
O (1.785700, -0.071352, 1.260356)  -0.41
O (-0.891298, -0.111518, -2.135152)  -0.36
O (1.941947, 1.358668, -0.381011)  -0.29
S (0.292155, -0.266087, 2.430502)  0.63
S (-2.283430, -0.431197, 0.523917)  0.16
H (-3.344635, -0.227241, 1.395665)  0.16

Atoms 1-3, force components in eV/Å:
-5.5 0.3 -3.5
-1.4 -2.0 2.7
0.6 0.6 -2.5



Record 4
Here is C41H33N5O4PbS3 as an isolated structure in a non-equilibrium geometry from the Open Molecules 2025 dataset. Energies are from the ωB97M-V functional and the def2-TZVPD basis.

* highest occupied orbital energy (alpha / beta): -7.3 / -7.1 eV
* LUMO (alpha / beta): -1.80 / -2.15 eV
* charge: 0
* electronic energy: -96445.85230 eV
* energy above the lowest of the compared OMol25 structures with the same formula, charge and spin: 0.372 eV

Each line ends with the Mulliken charge.
CARTESIAN COORDINATES (ANGSTROEM)
Pb (-0.396953, 0.568180, -0.175259)  1.74
C (3.417487, -0.123295, -2.415524)  -1.29
O (2.683450, -0.567939, -1.280687)  -0.05
C (2.832054, -1.855918, -0.928520)  0.34
C (3.491905, -2.798880, -1.706484)  -0.59
C (3.673946, -4.092705, -1.247199)  -0.72
C (3.199201, -4.472984, 0.000386)  -1.01
C (2.545166, -3.547627, 0.785899)  -0.22
C (2.339788, -2.238453, 0.336414)  0.50
N (1.697588, -1.286993, 1.112464)  0.72
N (1.519867, -1.527974, 2.324140)  -0.55
C (1.231523, -0.644669, 3.262130)  0.25
C (1.315686, 0.797582, 2.970827)  0.47
O (1.611081, 1.205575, 1.844373)  -0.70
C (0.990404, 1.686545, 4.070070)  -0.66
C (0.626248, 1.219129, 5.277517)  -1.04
C (0.554822, -0.187684, 5.579959)  0.91
C (0.182553, -0.645240, 6.848615)  -0.81
C (0.125261, -1.992999, 7.124150)  -0.65
C (0.453487, -2.919860, 6.132468)  -0.81
C (0.822833, -2.490746, 4.877397)  -0.38
C (0.869840, -1.122601, 4.575711)  1.00
H (4.471516, -0.398523, -2.323062)  0.55
H (3.316164, 0.955105, -2.432725)  0.19
H (3.012209, -0.530893, -3.344266)  0.43
H (3.863051, -2.527057, -2.684208)  0.46
H (4.204820, -4.803472, -1.866605)  0.41
H (3.345147, -5.483060, 0.358558)  0.41
H (2.168772, -3.813908, 1.764306)  0.47
H (1.024254, 2.747479, 3.863721)  0.39
H (0.369165, 1.914712, 6.068666)  0.39
H (-0.056875, 0.081704, 7.615789)  0.44
H (-0.166494, -2.339871, 8.106645)  0.42
H (0.423153, -3.978881, 6.352618)  0.43
H (1.084034, -3.201862, 4.105598)  0.40
O (-3.074251, -0.179359, -2.790338)  -0.66
C (-2.613809, 0.859714, -2.345013)  -0.22
O (-2.454663, 1.169155, -1.098544)  -0.78
C (-2.229008, 1.970548, -3.311464)  0.62
C (-3.196822, 2.380121, -4.223188)  -0.53
C (-2.992029, 3.471077, -5.052690)  -0.62
C (-1.775536, 4.139457, -5.006582)  -0.63
C (-0.784229, 3.711473, -4.140849)  -0.78
C (-0.993182, 2.630124, -3.274935)  0.59
S (0.365255, 2.160891, -2.256683)  -0.38
H (-4.120359, 1.815865, -4.264323)  0.46
H (-3.771203, 3.797950, -5.729169)  0.39
H (-1.597109, 4.992298, -5.650074)  0.38
H (0.179289, 4.207541, -4.128215)  0.47
S (-2.401312, -3.883979, 1.672848)  -0.51
C (-2.676511, -2.907596, 3.072590)  1.03
C (-3.304479, -3.258583, 4.260225)  -0.72
C (-3.432963, -2.291388, 5.238133)  -0.60
C (-2.929019, -1.005931, 5.033976)  -0.85
C (-2.303973, -0.659462, 3.853670)  0.03
C (-2.182038, -1.612167, 2.843485)  -1.07
N (-1.615870, -1.430866, 1.594629)  0.38
C (-1.657353, -2.502568, 0.871713)  0.42
C (-1.148302, -2.651602, -0.494934)  1.21
C (-1.192051, -3.917047, -1.093336)  -1.01
C (-0.706046, -4.111401, -2.371053)  -1.03
C (-0.210688, -3.034838, -3.087669)  -0.72
C (-0.193437, -1.768032, -2.520107)  -0.55
C (-0.625606, -1.580189, -1.224101)  0.29
H (-3.691783, -4.258583, 4.404458)  0.43
H (-3.935528, -2.531926, 6.165744)  0.41
H (-3.037484, -0.261661, 5.812763)  0.43
H (-1.917884, 0.335576, 3.701736)  0.47
H (-1.614047, -4.749002, -0.541907)  0.42
H (-0.732157, -5.097585, -2.815727)  0.42
H (0.163586, -3.173969, -4.094591)  0.44
H (0.154211, -0.927520, -3.111725)  0.41
C (0.844348, 4.547835, 0.753496)  -0.58
N (-0.520909, 4.625063, 0.304166)  0.22
C (-0.903219, 5.524420, -0.782216)  -0.51
C (-2.357172, 5.124223, -1.085129)  -0.23
N (-2.582952, 4.027872, -0.151614)  0.01
C (-1.491342, 3.749037, 0.567564)  -0.39
S (-1.471894, 2.521326, 1.737445)  -0.19
H (1.114380, 5.430595, 1.338368)  0.31
H (1.505666, 4.478356, -0.113464)  0.29
H (0.977959, 3.649843, 1.350279)  -0.03
H (-0.239681, 5.369676, -1.636532)  0.25
H (-0.817901, 6.563670, -0.457479)  0.40
H (-2.481857, 4.798380, -2.115187)  -0.04
H (-3.058795, 5.935181, -0.884091)  0.32
H (-3.230093, 3.274967, -0.337641)  0.30

Atoms 1-3, force components in eV/Å:
-0.7 0.1 -0.8
0.0 0.1 -0.1
0.0 0.1 0.0



What is the charge in the second record?
+2



What is the formula in the second record?
C17H27BeN3S2



What did the third record say?
Here is one molecule with the formula CHN3O4S2 in a non-equilibrium geometry from the Open Molecules 2025 dataset. Energies are from the ωB97M-V functional and the def2-TZVPD basis.

* multiplicity: 3
* highest occupied orbital energy (alpha / beta): -7.2 / -10.4 eV
* LUMO (alpha / beta): -1.00 / -3.66 eV
* charge: 0
* electronic energy: -35370.82673 eV

Each line ends with the natural charge from an NBO analysis.
CARTESIAN COORDINATES (ANGSTROEM)
C (-0.916236, -0.278782, 1.536692)  -0.50
N (0.496134, -0.263824, -0.468151)  -0.25
N (0.264173, -0.086325, -1.771711)  0.61
N (1.406068, 0.419275, 0.087072)  0.59
O (1.249421, -0.041616, -2.478178)  -0.35
O (1.785700, -0.071352, 1.260356)  -0.41
O (-0.891298, -0.111518, -2.135152)  -0.36
O (1.941947, 1.358668, -0.381011)  -0.29
S (0.292155, -0.266087, 2.430502)  0.63
S (-2.283430, -0.431197, 0.523917)  0.16
H (-3.344635, -0.227241, 1.395665)  0.16

Atoms 1-3, force components in eV/Å:
-5.5 0.3 -3.5
-1.4 -2.0 2.7
0.6 0.6 -2.5